Below is a 3-piece molecular cluster, C2H9NO4 overall, with properties calculated with the ωB97M-V functional and the def2-TZVPD basis.

Structure (ORCA input):
```
! wB97M-V def2-TZVPD RIJCOSX def2/J DEFGRID3
* xyz 0 1
C 2.060 -0.567 1.100
N 0.790 -0.104 0.607
C -0.182 0.701 1.248
O 0.380 1.810 1.725
O -1.371 0.361 1.369
H 1.987 -1.658 0.895
H 2.885 -0.124 0.533
H 2.248 -0.263 2.189
H 0.577 -0.477 -0.300
H 1.085 1.986 1.124
H -1.586 -1.554 -1.941
H -2.679 -2.836 -1.924
O -2.308 -2.029 -2.390
H -1.411 2.108 -2.096
H -1.496 1.222 -0.664
O -0.979 1.423 -1.476
*
```

Results
**HOMO level**: -9.63 eV
**Gap between HOMO and LUMO**: 10.06 eV
**SMILES**: CNC(=O)O.O.O
**Energy relative to the best compared isomer or geometry (same formula, charge and spin)**: 132.2 kJ/mol

Below is a 2-piece molecular cluster, C4H13NOS overall, with properties calculated with the ωB97M-V functional and the def2-TZVPD basis.

Structure (ORCA input):
```
! wB97M-V def2-TZVPD RIJCOSX def2/J DEFGRID3
* xyz 0 1
C 2.126 0.463 -1.456
C 0.913 -0.014 -0.747
C -0.336 0.940 -0.978
C -1.762 0.475 -1.146
S -2.664 0.248 0.488
N 0.955 -0.080 0.838
H 2.781 1.171 -0.887
H 1.749 1.029 -2.394
H 2.722 -0.324 -1.684
H 0.886 -1.086 -1.082
H -0.331 1.878 -0.167
H -0.122 1.448 -2.064
H -2.273 1.261 -1.764
H -1.741 -0.398 -1.728
H -1.757 -0.485 1.170
H 1.630 -0.783 1.125
H 1.365 0.774 1.165
H -1.083 -2.777 3.344
H -1.582 -1.373 3.905
O -1.476 -2.367 4.063
*
```

Results
**HOMO level**: -8.95 eV
**Gap between HOMO and LUMO**: 9.71 eV
**SMILES**: C[C@@H](N)CCS.O
**Energy relative to the best compared isomer or geometry (same formula, charge and spin)**: 202.1 kJ/mol

Below is C4H6N4 as an isolated structure, with properties calculated with the ωB97M-V functional and the def2-TZVPD basis.

Structure (ORCA input):
```
! wB97M-V def2-TZVPD RIJCOSX def2/J DEFGRID3
* xyz 0 1
C 1.049 -0.396 -0.157
C -1.058 -0.091 -0.307
C -1.905 0.593 0.688
C -0.570 1.585 0.731
H 3.280 -0.477 -1.029
H 2.510 1.014 0.363
H -2.869 1.081 0.204
H -2.110 0.042 1.735
H -0.400 2.567 0.526
H -0.401 1.714 1.853
N 2.444 -0.194 0.162
N 0.578 -1.415 -0.722
N -0.936 -1.307 -0.645
N 0.041 0.616 -0.137
*
```

Results
**HOMO level**: -9.33 eV
**Gap between HOMO and LUMO**: 9.20 eV
**Energy relative to the best compared isomer or geometry (same formula, charge and spin)**: 667.2 kJ/mol

Below is C2H9NO3 as an isolated structure, with properties calculated with the ωB97M-V functional and the def2-TZVPD basis.

Structure (ORCA input):
```
! wB97M-V def2-TZVPD RIJCOSX def2/J DEFGRID3
* xyz 0 1
C -1.369 0.292 0.808
C -1.418 0.702 -0.661
O -0.087 -0.160 1.204
H 0.209 -0.951 0.592
H -2.107 -0.499 0.995
H -1.619 1.140 1.452
H -1.095 -0.124 -1.294
H -0.759 1.552 -0.843
H -2.431 0.987 -0.942
N 2.168 0.491 -0.038
O 2.500 -0.725 -0.261
O 1.116 -1.724 -0.466
H 1.524 -2.586 -0.333
H 1.374 0.576 0.680
H 1.993 1.028 -0.894
*
```

Results
**HOMO level**: -9.88 eV
**Gap between HOMO and LUMO**: 9.84 eV
**Energy relative to the best compared isomer or geometry (same formula, charge and spin)**: 559.1 kJ/mol

Below is a 11-piece molecular cluster, C44H88O16S5 overall, with properties calculated with the ωB97M-V functional and the def2-TZVPD basis.

Structure (ORCA input):
```
! wB97M-V def2-TZVPD RIJCOSX def2/J DEFGRID3
* xyz 0 1
C 15.202 13.141 18.768
C 14.204 14.068 19.381
C 14.496 15.386 18.598
O 15.851 15.431 18.234
C 16.134 14.025 17.906
H 14.807 12.396 18.056
H 15.669 12.574 19.613
H 14.378 14.169 20.443
H 13.126 13.808 19.225
H 14.264 16.303 19.100
H 13.924 15.259 17.648
H 17.184 13.877 18.083
H 15.899 13.822 16.872
C 7.152 10.119 12.509
C 7.717 8.701 12.434
C 8.460 8.675 11.019
O 8.397 9.933 10.519
C 8.169 10.798 11.622
H 7.182 10.567 13.538
H 6.207 10.092 12.007
H 6.964 7.864 12.451
H 8.438 8.574 13.212
H 8.071 7.950 10.287
H 9.488 8.396 11.198
H 7.826 11.718 11.169
H 9.126 10.975 12.123
C 8.110 17.174 11.878
C 7.104 16.128 12.373
C 7.811 14.812 12.003
O 9.097 15.166 11.627
C 8.980 16.394 10.888
H 8.799 17.478 12.652
H 7.598 18.109 11.486
H 6.166 16.216 11.797
H 6.996 16.156 13.484
H 7.342 14.255 11.178
H 7.803 14.055 12.762
H 8.522 16.268 9.872
H 9.978 16.813 10.680
C 9.127 15.700 18.560
C 10.461 15.129 18.782
C 10.177 13.591 18.702
O 9.197 13.488 17.686
C 8.329 14.603 17.924
H 9.229 16.552 17.941
H 8.540 16.230 19.351
H 11.002 15.447 19.683
H 11.129 15.361 17.967
H 9.828 13.273 19.733
H 11.015 12.942 18.424
H 7.585 14.125 18.608
H 7.817 14.879 16.979
C 14.187 9.360 13.540
C 15.133 9.606 14.688
C 15.315 8.318 15.459
O 14.720 7.332 14.606
C 14.488 7.822 13.264
H 14.501 9.883 12.709
H 13.107 9.543 13.773
H 14.850 10.446 15.357
H 16.042 9.820 14.147
H 14.767 8.347 16.418
H 16.369 8.167 15.637
H 13.632 7.213 12.863
H 15.340 7.651 12.623
C 12.685 11.312 10.577
C 13.263 10.985 9.186
C 13.307 12.402 8.599
O 12.325 13.175 9.260
C 11.717 12.432 10.284
H 13.488 11.744 11.224
H 12.208 10.488 11.162
H 12.692 10.307 8.576
H 14.267 10.591 9.263
H 13.077 12.322 7.534
H 14.250 13.038 8.649
H 10.814 11.936 9.832
H 11.478 13.175 11.030
C 16.362 19.623 15.846
C 15.230 20.028 14.866
C 13.917 19.825 15.534
S 14.158 18.320 16.475
O 14.139 17.138 15.655
O 13.349 18.276 17.653
C 15.894 18.567 16.826
H 16.812 20.416 16.440
H 17.161 19.221 15.267
H 15.426 19.454 13.948
H 15.257 21.070 14.686
H 13.020 19.766 14.875
H 13.740 20.536 16.377
H 16.451 17.634 16.747
H 15.894 18.901 17.828
C 16.836 14.418 12.032
C 17.400 14.262 13.509
C 17.115 15.658 14.232
S 17.206 16.883 12.991
O 18.405 17.723 13.175
O 15.920 17.571 12.864
C 17.494 15.758 11.564
H 15.724 14.465 12.098
H 17.090 13.613 11.336
H 18.490 13.993 13.527
H 16.836 13.462 13.983
H 17.930 15.884 14.966
H 16.170 15.726 14.694
H 18.556 15.736 11.534
H 17.156 16.235 10.606
C 12.114 8.526 17.296
C 10.863 9.030 18.022
C 9.967 9.670 16.887
S 10.225 8.513 15.447
O 10.645 9.340 14.360
O 9.097 7.613 15.349
C 11.719 7.657 16.082
H 12.793 8.044 18.017
H 12.604 9.427 16.887
H 11.163 9.853 18.696
H 10.395 8.239 18.584
H 10.246 10.689 16.593
H 8.894 9.683 17.062
H 12.489 7.606 15.341
H 11.400 6.634 16.395
C 13.795 17.612 10.623
C 14.363 19.019 10.588
C 13.153 19.995 10.602
S 12.000 19.225 11.744
O 10.746 19.087 11.042
O 11.993 19.802 13.074
C 12.799 17.667 11.796
H 14.611 16.901 10.710
H 13.235 17.440 9.726
H 15.013 19.185 9.708
H 14.836 19.188 11.592
H 12.664 20.209 9.653
H 13.448 21.009 10.894
H 12.043 16.891 11.854
H 13.329 17.695 12.741
C 11.180 14.770 14.058
C 10.552 13.406 14.168
C 11.720 12.386 14.104
S 12.960 13.132 15.101
O 14.272 12.947 14.510
O 12.734 12.625 16.456
C 12.334 14.785 15.058
H 10.471 15.580 14.135
H 11.553 14.870 12.980
H 9.851 13.262 13.347
H 10.065 13.292 15.131
H 12.072 12.297 13.063
H 11.443 11.367 14.469
H 13.188 15.463 15.026
H 11.901 14.862 16.052
*
```

Results
**HOMO level**: -9.24 eV
**Gap between HOMO and LUMO**: 9.58 eV
**SMILES**: O=S1(=O)CCCC1.O=S1(=O)CCCC1.O=S1(=O)CCCC1.O=S1(=O)CCCC1.O=S1(=O)CCCC1.C1CCOC1.C1CCOC1.C1CCOC1.C1CCOC1.C1CCOC1.C1CCOC1
**Energy relative to the best compared isomer or geometry (same formula, charge and spin)**: 102.4 kJ/mol

Below is C54H64NNaOPS2Si as an isolated structure, with properties calculated with the ωB97M-V functional and the def2-TZVPD basis.

Structure (ORCA input):
```
! wB97M-V def2-TZVPD RIJCOSX def2/J DEFGRID3
* xyz -1 1
Na 0.271 0.174 0.105
S -0.948 1.438 -2.931
C -2.539 0.253 -1.589
N -1.774 -0.372 -0.590
C -2.481 -1.253 0.140
C -1.953 -2.106 1.126
C -2.792 -2.944 1.848
C -4.164 -2.977 1.620
C -4.709 -2.143 0.641
C -3.882 -1.304 -0.073
S -4.314 -0.146 -1.318
H -0.883 -2.126 1.308
H -2.358 -3.593 2.602
H -4.802 -3.640 2.189
H -5.777 -2.153 0.448
C 2.045 -5.068 -1.120
C 1.138 -4.065 -0.402
C 1.941 -3.247 0.609
C 0.405 -3.193 -1.397
C 1.033 -2.152 -2.067
C 0.321 -1.297 -2.895
C 1.106 -0.462 -3.900
C 2.476 0.002 -3.412
C 1.241 -1.292 -5.184
C -1.091 -1.400 -2.967
C -1.656 -2.645 -2.606
C -0.893 -3.479 -1.781
C -2.880 -3.357 -3.211
C -2.494 -3.767 -4.644
C -4.296 -2.794 -3.184
C -1.918 -0.125 -3.085
C -2.872 0.032 -4.217
C -3.785 1.003 -4.356
C -4.055 2.139 -3.476
C -3.424 2.517 -2.356
C -2.266 1.811 -1.710
P -1.342 2.568 -0.241
C -0.571 4.161 -0.958
C 0.788 3.806 -1.587
C -0.233 5.104 0.205
C -1.399 4.927 -1.991
C -2.576 3.075 1.100
C -1.763 3.403 2.366
C -3.558 4.213 0.811
C -3.393 1.823 1.434
H 2.543 -5.726 -0.404
H 2.819 -4.542 -1.686
H 1.478 -5.684 -1.821
H 0.374 -4.629 0.143
H 2.772 -2.720 0.131
H 2.367 -3.903 1.372
H 1.338 -2.484 1.104
H 2.100 -2.010 -1.943
H 0.563 0.438 -4.180
H 3.167 -0.831 -3.270
H 2.404 0.545 -2.467
H 2.922 0.667 -4.155
H 1.744 -2.240 -4.978
H 1.823 -0.749 -5.935
H 0.260 -1.521 -5.603
H -1.361 -4.380 -1.396
H -2.937 -4.287 -2.640
H -2.427 -2.896 -5.298
H -3.241 -4.446 -5.063
H -1.521 -4.262 -4.661
H -4.391 -1.816 -3.648
H -4.669 -2.718 -2.165
H -4.941 -3.489 -3.731
H -2.810 -0.708 -5.006
H -4.406 0.961 -5.245
H -4.884 2.765 -3.792
H -3.786 3.415 -1.875
H 1.388 3.186 -0.917
H 1.339 4.734 -1.772
H 0.699 3.288 -2.538
H 0.365 4.603 0.969
H -1.113 5.531 0.679
H 0.363 5.933 -0.190
H -1.598 4.326 -2.879
H -0.844 5.816 -2.310
H -2.356 5.263 -1.586
H -1.274 4.374 2.334
H -0.997 2.647 2.555
H -2.447 3.406 3.221
H -3.072 5.145 0.527
H -4.143 4.411 1.716
H -4.268 3.942 0.029
H -2.758 0.966 1.664
H -4.056 1.536 0.620
H -4.007 2.036 2.315
O 1.914 -0.013 1.272
Si 2.766 0.083 2.591
C 2.014 -0.893 4.031
C 2.739 -1.333 5.141
C 2.126 -2.017 6.184
C 0.763 -2.279 6.135
C 0.021 -1.857 5.039
C 0.645 -1.172 4.004
C 4.537 -0.569 2.401
C 4.812 -1.937 2.479
C 6.084 -2.439 2.237
C 7.121 -1.575 1.911
C 6.875 -0.211 1.831
C 5.598 0.280 2.074
C 2.918 1.887 3.166
C 2.781 2.903 2.217
C 2.878 4.245 2.566
C 3.104 4.601 3.889
C 3.233 3.610 4.853
C 3.143 2.272 4.490
H 3.809 -1.153 5.185
H 2.712 -2.350 7.032
H 0.282 -2.814 6.945
H -1.042 -2.062 4.986
H 0.055 -0.852 3.152
H 4.014 -2.627 2.735
H 6.266 -3.506 2.302
H 8.115 -1.962 1.720
H 7.679 0.471 1.580
H 5.425 1.350 2.012
H 2.584 2.627 1.186
H 2.771 5.012 1.808
H 3.173 5.646 4.168
H 3.400 3.880 5.889
H 3.237 1.511 5.259
*
```

Results
**HOMO level**: -3.81 eV
**Gap between HOMO and LUMO**: 5.85 eV